Entry 1:
# C19H22N6O2

The molecule C19H22N6O2 at a distorted geometry (ωB97M-V/def2-TZVPD, the OMol25 dataset).

electronic energy = -33096.2349 eV
multiplicity = 1
total charge = 0
ΔE to the lowest compared entry with this formula, charge and spin = 0.0 kcal per mole
F_max = 0.0272 Eh/bohr
SMILES = Cc1ccc(-n2nnc3c(=O)n(CC(=O)N4CCC(C)CC4)cnc32)cc1

Last column: Löwdin charge in e.
Positions of all 49 atoms, in Å:
C1 6.7525 4.2850 -0.0709  -0.05
C2 5.7638 3.1724 0.0907  -0.28
C3 4.5320 3.3920 0.6954  -0.04
C4 3.6062 2.3741 0.8285  -0.01
C5 3.9163 1.1083 0.3472  -0.18
N1 3.0004 0.0555 0.4615  0.01
N2 3.2724 -1.1725 -0.0295  0.06
N3 2.3043 -1.9622 0.1744  0.09
C6 1.3225 -1.2907 0.8248  -0.12
C7 0.0219 -1.6944 1.2750  -0.35
O1 -0.5296 -2.7676 1.1618  0.07
N4 -0.6334 -0.6160 1.9229  0.04
C8 -1.9857 -0.8449 2.4016  -0.02
C9 -2.9629 -0.1329 1.4476  -0.43
O2 -3.0469 1.0830 1.5095  0.05
N5 -3.6594 -0.8745 0.5775  -0.04
C10 -3.5858 -2.3189 0.4205  -0.14
C11 -4.0219 -2.7265 -0.9890  -0.15
C12 -3.4488 -1.7380 -2.0043  -0.38
C13 -3.6563 -2.2187 -3.4363  -0.07
C14 -4.0977 -0.3614 -1.7804  -0.13
C15 -4.5730 -0.2086 -0.3313  -0.13
C16 -0.1034 0.6234 2.0426  -0.10
N6 1.0571 1.0034 1.6275  0.15
C17 1.7652 0.0272 1.0166  -0.19
C18 5.1441 0.8669 -0.2608  -0.01
C19 6.0542 1.8966 -0.3837  -0.04
H1 6.6914 4.6915 -1.0809  0.08
H2 6.5517 5.0904 0.6310  0.08
H3 7.7675 3.9253 0.0824  0.08
H4 4.2900 4.3759 1.0697  0.11
H5 2.6523 2.5508 1.2986  0.09
H6 -2.0988 -0.3811 3.3846  0.14
H7 -2.1429 -1.9192 2.4771  0.12
H8 -4.2249 -2.8059 1.1687  0.13
H9 -2.5577 -2.6565 0.5650  0.09
H10 -3.6490 -3.7316 -1.1872  0.12
H11 -5.1095 -2.7519 -1.0765  0.12
H12 -2.3720 -1.6601 -1.8186  0.14
H13 -3.2723 -1.4853 -4.1414  0.08
H14 -3.1360 -3.1589 -3.6019  0.08
H15 -4.7147 -2.3706 -3.6387  0.08
H16 -3.3818 0.4255 -2.0198  0.12
H17 -4.9576 -0.2417 -2.4414  0.12
H18 -5.5660 -0.6494 -0.2026  0.13
H19 -4.6188 0.8429 -0.0453  0.12
H20 -0.7294 1.3645 2.5189  0.14
H21 5.3626 -0.1238 -0.6258  0.10
H22 7.0076 1.7092 -0.8555  0.11



Entry 2:
# C4H13NO2

A cluster of 2 separate species, C4H13NO2 in total at a distorted geometry (ωB97M-V/def2-TZVPD, the OMol25 dataset).

electronic energy = -9942.0085 eV
multiplicity = 1
total charge = 0
ΔE to the lowest compared entry with this formula, charge and spin = 50.5 kcal per mole
F_max = 0.0584 Eh/bohr
SMILES = NCCCCO.O

Last column: Löwdin charge in e.
Positions of all 20 atoms, in Å:
N1 0.9398 -0.4630 2.2985  -0.03
C1 0.4114 0.5842 1.4398  -0.27
C2 1.5641 1.2099 0.5487  -0.22
C3 2.0152 0.5003 -0.7275  -0.19
C4 0.7170 0.2641 -1.5904  -0.26
O1 0.5862 -1.1332 -1.6440  -0.09
H1 1.6278 -0.1337 2.9494  0.05
H2 1.4142 -1.1573 1.7195  0.06
H3 -0.3532 0.0579 0.8319  0.10
H4 0.0915 1.4995 2.0615  0.13
H5 2.5052 1.2593 1.1547  0.11
H6 1.1700 2.1742 0.2838  0.09
H7 2.6662 -0.3395 -0.5896  0.09
H8 2.7545 1.0782 -1.3475  0.11
H9 0.8796 0.8457 -2.5500  0.13
H10 -0.2706 0.6439 -1.3290  0.10
H11 0.4587 -1.6351 -0.8390  0.08
O2 -6.1971 -1.5132 -1.2042  -0.07
H12 -7.0865 -1.4893 -0.8183  0.03
H13 -5.8940 -2.2529 -0.6484  0.04



Entry 3:
# C4H10O2

The molecule C4H10O2 (ωB97M-V/def2-TZVPD, the OMol25 dataset).

electronic energy = -8405.0332 eV
multiplicity = 1
total charge = 0
ΔE to the lowest compared entry with this formula, charge and spin = 11.9 kcal per mole
F_max = 0.0082 Eh/bohr
SMILES = CC(C)(O)CO

Last column: Löwdin charge in e.
Positions of all 16 atoms, in Å:
C1 -1.3268 -0.9972 -0.3843  -0.03
C2 -0.2290 -0.0835 0.1696  -0.61
C3 -0.6844 1.3813 0.0708  -0.03
O1 -0.0865 -0.4464 1.5349  -0.03
C4 1.1615 -0.3109 -0.4693  -0.18
O2 2.1380 0.3223 0.3609  -0.07
H1 -1.0556 -2.0535 -0.2927  0.08
H2 -2.2295 -0.8401 0.2183  0.09
H3 -1.5911 -0.7835 -1.4266  0.09
H4 -0.9634 1.6752 -0.9490  0.09
H5 -1.5644 1.5181 0.7089  0.09
H6 0.1002 2.0594 0.4197  0.08
H7 0.7409 -0.0194 1.8075  0.09
H8 1.3640 -1.3901 -0.4995  0.13
H9 1.2216 0.1035 -1.4844  0.13
H10 2.9820 -0.1281 0.2284  0.10



Entry 4:
# C2H7N3S

A structure of composition C2H7N3S at a distorted geometry (ωB97M-V/def2-TZVPD, the OMol25 dataset).

electronic energy = -17487.9801 eV
multiplicity = 1
total charge = 0
ΔE to the lowest compared entry with this formula, charge and spin = 113.7 kcal per mole
F_max = 0.1382 Eh/bohr

Last column: Löwdin charge in e.
Positions of all 13 atoms, in Å:
C1 0.8483 -0.1736 2.3542  -0.40
C2 -1.5146 0.2192 -0.6086  -0.38
H1 0.1900 -0.9343 2.8551  0.05
H2 0.5224 0.7450 2.6894  0.01
H3 1.8122 -0.5257 2.5158  0.00
H4 -2.5124 0.6163 -0.5388  0.11
H5 -1.0637 1.5857 -2.5561  0.26
H6 0.4140 -0.8650 -2.1476  0.16
H7 1.4288 0.5060 -1.1279  0.04
N1 -0.9559 -0.2059 0.4723  -0.31
N2 -0.8234 0.6603 -1.6728  -0.17
N3 0.6282 0.3124 -1.9351  -0.16
S1 0.7040 -0.4231 0.6116  0.80



Entry 5:
# C33H19Br2F4N11OPPt

A structure of composition C33H19Br2F4N11OPPt at a distorted geometry (ωB97M-V/def2-TZVPD, the OMol25 dataset).

electronic energy = -216426.8618 eV
multiplicity = 1
total charge = +3
F_max = 0.0469 Eh/bohr

Last column: Löwdin charge in e.
Positions of all 72 atoms, in Å:
Pt1 -0.5232 0.0846 1.1854  1.19
C1 -4.5086 2.7792 3.6663  0.02
N1 -3.2108 2.1145 3.5100  -0.09
C2 -2.1730 2.1961 4.3933  0.00
C3 -1.1440 1.4746 3.8650  -0.08
N2 -1.5573 0.9619 2.6694  -0.12
C4 -2.8156 1.3638 2.4661  -0.44
P1 -3.8832 0.8807 1.0678  1.21
C5 -2.8001 1.5144 -0.2743  -0.51
N3 -2.0831 2.6074 -0.1383  0.08
C6 -1.3725 2.7450 -1.2906  -0.07
C7 -1.6833 1.7120 -2.1255  -0.23
N4 -2.6231 0.9297 -1.4902  -0.04
C8 -3.2620 -0.2692 -2.0147  0.02
C9 -3.3080 -0.8550 1.0329  -0.46
N5 -2.0266 -1.2275 1.0302  -0.14
C10 -1.9831 -2.5941 1.0017  -0.08
C11 -3.2659 -3.0544 0.9870  -0.01
N6 -4.0827 -1.9577 1.0075  -0.10
C12 -5.5470 -2.0185 1.0257  0.02
H1 -4.5373 3.2402 4.6485  0.10
H2 -4.6253 3.5480 2.9061  0.11
H3 -5.3131 2.0520 3.5925  0.10
H4 -2.2505 2.7457 5.3153  0.14
H5 -0.1652 1.2803 4.2650  0.11
H6 -0.6913 3.5633 -1.4573  0.11
H7 -1.6572 1.8923 -4.2256  0.17
H8 -3.2690 -0.2297 -3.1015  0.11
H9 -2.7386 -1.1687 -1.6872  0.09
H10 -4.2984 -0.3035 -1.6842  0.10
H11 -1.0570 -3.1413 1.0074  0.12
H12 -3.6567 -4.0575 0.9755  0.15
H13 -5.8804 -2.4721 1.9560  0.11
H14 -5.9517 -1.0134 0.9500  0.07
H15 -5.8945 -2.6136 0.1847  0.11
Br1 2.0921 4.2150 0.5903  1.01
C13 2.6640 2.9511 1.8294  -0.53
C14 3.7835 3.1943 2.5912  -0.12
C15 4.2210 2.2630 3.5291  -0.53
Br2 5.7301 2.6667 4.5177  1.08
C16 3.5231 1.0217 3.7279  -0.16
C17 3.9147 0.0426 4.6559  0.03
C18 3.1739 -1.1083 4.7670  0.03
C19 2.0501 -1.2698 3.9497  -0.05
N7 1.6611 -0.3646 3.0692  0.12
C20 2.3777 0.7587 2.9572  -0.15
C21 1.9060 1.7366 1.9730  -0.29
O1 0.8825 1.5709 1.2586  -0.12
H16 4.3285 4.1196 2.4650  0.12
H17 4.7885 0.1999 5.2728  0.11
H18 3.4461 -1.8806 5.4724  0.14
H19 1.4488 -2.1686 4.0191  0.13
F1 0.9188 0.0500 -5.9085  0.13
C22 1.7901 -0.7259 -5.2751  -0.14
C23 2.7532 -1.3453 -6.0088  -0.12
F2 2.7809 -1.1513 -7.2982  0.19
C24 3.7390 -2.2064 -5.4004  0.00
C25 3.6238 -2.3598 -3.9703  -0.12
C26 2.6510 -1.7309 -3.2612  -0.14
F3 2.6009 -1.9124 -1.9452  0.13
C27 1.6873 -0.8847 -3.8688  0.02
C28 0.6705 -0.2326 -3.1087  -0.14
C29 0.5267 -0.3914 -1.6928  -0.08
N8 0.2578 -0.4608 -0.5799  0.05
C30 -0.2343 0.6208 -3.7173  0.03
N9 -1.2206 1.4070 -3.4439  0.10
F4 4.4749 -3.1183 -3.3323  0.18
C31 4.7212 -2.8337 -6.1333  -0.06
C32 5.7012 -3.6928 -5.5547  -0.12
N10 6.5056 -4.4057 -5.1455  0.27
C33 4.8617 -2.6892 -7.5440  -0.12
N11 5.0380 -2.5944 -8.6768  0.28



Entry 6:
# C5H9N

The molecule C5H9N at a distorted geometry (ωB97M-V/def2-TZVPD, the OMol25 dataset).

electronic energy = -6818.3427 eV
multiplicity = 1
total charge = 0
ΔE to the lowest compared entry with this formula, charge and spin = 61.2 kcal per mole
F_max = 0.0892 Eh/bohr
SMILES = CC1(C)CC=N1

Last column: Löwdin charge in e.
Positions of all 15 atoms, in Å:
C1 -0.9112 -1.1563 -0.5984  -0.07
C2 -0.1509 0.0291 -0.2605  -0.48
C3 -0.8884 1.3699 -0.2278  -0.03
C4 0.7403 -0.1811 0.9977  -0.17
C5 1.8762 -0.0104 0.1759  -0.26
N1 1.3944 0.2312 -0.9712  0.14
H1 -1.2025 -1.2179 -1.6084  0.06
H2 -1.8836 -1.2023 0.0633  0.14
H3 -0.2737 -2.0558 -0.4336  0.09
H4 -0.0210 2.0406 -0.4356  0.10
H5 -1.2635 1.6290 0.6592  0.02
H6 -1.7328 1.3438 -0.8628  0.07
H7 0.6998 -1.2244 1.3908  0.12
H8 0.6830 0.6073 1.8760  0.15
H9 2.9341 -0.2027 0.2353  0.10



Entry 7:
# C5H8OS

The molecule C5H8OS at a distorted geometry (ωB97M-V/def2-TZVPD, the OMol25 dataset).

electronic energy = -18193.0526 eV
multiplicity = 1
total charge = 0
ΔE to the lowest compared entry with this formula, charge and spin = 98.0 kcal per mole
F_max = 0.1082 Eh/bohr
SMILES = C1OC[C@@H]2C[C@H]2S1

Last column: Löwdin charge in e.
Positions of all 15 atoms, in Å:
C1 1.1729 0.9865 -0.0602  -0.45
O1 1.6466 -0.1223 0.6889  -0.20
C2 0.5782 -0.8100 1.6248  -0.06
C3 -0.7362 -0.2676 1.0344  -0.23
C4 -2.0744 -0.8410 0.2053  -0.03
C5 -0.7859 -0.4515 -0.4530  -0.68
S1 -0.0107 0.7025 -1.5733  0.86
H1 2.0655 1.3513 -0.6946  0.10
H2 0.8465 1.6611 0.6740  0.06
H3 0.9809 -1.8770 1.6376  0.15
H4 0.6181 -0.4625 2.5494  0.05
H5 -0.7839 0.8099 1.3137  0.13
H6 -2.4378 -1.8321 0.1611  0.06
H7 -2.9838 -0.1548 0.4644  0.12
H8 -0.2340 -1.4558 -0.5515  0.13



Entry 8:
# C20H27BrNO2PSn

A structure of composition C20H27BrNO2PSn at a distorted geometry (ωB97M-V/def2-TZVPD, the OMol25 dataset).

electronic energy = -111906.1864 eV
multiplicity = 1
total charge = +2
ΔE to the lowest compared entry with this formula, charge and spin = 10.8 kcal per mole
F_max = 0.0445 Eh/bohr

Last column: Löwdin charge in e.
Positions of all 53 atoms, in Å:
C1 -2.7804 0.3255 -3.8651  -0.02
C2 -2.5863 -0.8938 -3.2242  0.00
C3 -1.8310 -0.9660 -2.0446  -0.24
C4 -1.2919 0.1989 -1.5010  -0.19
C5 -1.4866 1.4291 -2.1486  -0.31
C6 -2.2593 1.4880 -3.3066  -0.02
C7 -1.6816 -2.3273 -1.4037  -0.12
C8 -0.2546 -2.8435 -1.2031  -0.15
N1 0.7788 -1.7759 -0.9656  -0.34
Sn1 -0.1156 0.0719 0.3489  0.99
C9 -0.8363 2.6991 -1.6322  -0.27
P1 0.8604 2.2519 -1.0905  0.88
H1 -3.0108 -1.8194 -3.6169  0.13
H2 -2.4208 2.4660 -3.7603  0.13
H3 -3.3508 0.3686 -4.7928  0.13
H4 -1.3850 3.1233 -0.7757  0.10
H5 -0.7277 3.4624 -2.4193  0.12
H6 -2.1750 -2.3414 -0.4174  0.12
H7 -2.1860 -3.0651 -2.0410  0.13
H8 -0.2372 -3.5255 -0.3420  0.13
C10 1.4903 3.5385 0.0035  -0.21
C11 1.7956 2.2111 -2.6393  -0.21
H9 0.0809 -3.4073 -2.0905  0.14
C12 1.3426 -1.3453 -2.2659  -0.06
C13 1.8878 -2.3675 -0.1772  -0.09
H10 -0.7406 1.5750 1.0573  -0.07
H11 1.7982 -2.2211 -2.7559  0.12
H12 0.5685 -0.9384 -2.9220  0.09
H13 2.1204 -0.5890 -2.1150  0.08
H14 2.4050 -3.1238 -0.7918  0.11
H15 2.6032 -1.5895 0.1068  0.08
H16 1.4880 -2.8362 0.7306  0.10
H17 1.8498 3.2254 -3.0652  0.08
H18 2.8093 1.8357 -2.4283  0.07
H19 1.3189 1.5343 -3.3658  0.06
H20 1.6434 4.4712 -0.5570  0.08
H21 0.7899 3.6977 0.8350  0.06
H22 2.4490 3.1840 0.4141  0.07
H23 1.4282 0.2269 1.1964  0.02
Br1 -2.3605 1.0789 3.1394  1.05
C14 -0.8258 0.3990 4.0396  -0.52
C15 -0.2040 1.1945 5.0039  -0.06
C16 0.8617 0.6894 5.7508  0.00
C17 1.3476 -0.5943 5.4865  0.03
C18 0.7639 -1.3748 4.4842  0.04
C19 -0.3342 -0.8924 3.7660  -0.14
C20 -0.9866 -1.8023 2.7473  -0.56
O1 -1.3507 -2.9237 3.0789  0.15
O2 -1.1263 -1.3181 1.5137  -0.23
H24 -0.5622 2.2039 5.1675  0.12
H25 1.3066 1.2990 6.5355  0.14
H26 2.1816 -0.9928 6.0596  0.14
H27 1.1382 -2.3750 4.2586  0.15